# 1
{"formula": "C18H29BrNO4P2Ru", "method": "ωB97M-V/def2-TZVPD", "symbols": ["C", "C", "N", "C", "C", "C", "C", "P", "Ru", "P", "C", "O", "O", "H", "H", "H", "C", "C", "H", "H", "H", "H", "C", "C", "H", "H", "H", "H", "H", "H", "H", "H", "H", "H", "H", "H", "H", "H", "H", "H", "H", "H", "Br", "C", "C", "C", "C", "C", "C", "C", "O", "O", "H", "H", "H", "H"], "positions_angstrom": [[4.413, -1.620, 1.089], [3.225, -0.840, 1.038], [1.994, -1.489, 1.099], [1.921, -2.812, 1.296], [3.081, -3.577, 1.459], [4.351, -2.984, 1.292], [3.218, 0.562, 0.967], [1.661, 1.401, 1.105], [0.349, -0.380, 0.736], [-0.692, -2.337, 0.503], [0.518, -3.400, 1.368], [5.574, 0.945, -3.837], [0.232, 2.164, -4.901], [5.345, -1.081, 0.919], [2.943, -4.627, 1.661], [5.239, -3.601, 1.325], [1.532, 2.186, 2.742], [1.607, 2.745, -0.099], [0.432, -4.400, 0.922], [0.160, -3.467, 2.406], [5.270, 1.777, -3.429], [4.169, 1.093, 1.031], [-2.308, -2.392, 1.266], [-0.892, -3.142, -1.089], [0.440, -0.245, -0.912], [0.185, 3.079, -4.554], [0.997, 2.167, -5.494], [4.860, 0.329, -3.647], [-0.219, -0.068, 2.195], [0.721, -1.032, -0.801], [2.361, 2.905, 2.824], [0.562, 2.702, 2.854], [1.621, 1.405, 3.509], [2.573, 3.271, -0.031], [1.475, 2.282, -1.090], [0.761, 3.412, 0.138], [-1.380, -4.096, -0.843], [-1.517, -2.495, -1.715], [0.091, -3.299, -1.545], [-2.682, -3.421, 1.245], [-2.255, -2.017, 2.292], [-2.974, -1.742, 0.685], [-2.965, 1.251, 2.249], [-3.973, 1.729, 0.713], [-5.198, 2.389, 0.868], [-5.954, 2.760, -0.248], [-5.445, 2.526, -1.530], [-4.207, 1.895, -1.688], [-3.463, 1.503, -0.573], [-2.166, 0.734, -0.779], [-2.245, -0.305, -1.459], [-1.127, 1.242, -0.214], [-5.532, 2.630, 1.865], [-6.907, 3.274, -0.101], [-6.011, 2.820, -2.417], [-3.769, 1.689, -2.665]], "atomic_forces_ev_per_a": [[-0.1, 0.6, -0.3], [0.0, -0.8, 0.3], [0.9, 0.0, 0.3], [-0.3, 0.0, 0.2], [0.3, 0.4, -0.3], [-1.1, -0.2, 0.2], [1.0, 0.1, 0.5], [-1.1, 1.0, 0.3], [-1.7, 2.1, 0.1], [-1.0, -0.2, 0.0], [-0.1, -0.5, 0.2], [-0.3, 0.6, 0.5], [0.3, 0.8, 0.3], [-0.1, -0.3, 0.2], [0.2, -0.1, 0.0], [0.0, 0.1, 0.0], [0.6, 0.2, 0.0], [0.6, 0.0, 0.0], [0.5, 0.1, 0.3], [0.4, 0.0, -0.1], [0.3, -0.5, -0.3], [-0.1, -0.2, -0.3], [-0.3, -0.7, 0.3], [-0.2, -0.1, 0.2], [0.7, -0.1, -1.9], [0.0, -0.8, -0.4], [-0.3, 0.0, 0.1], [0.0, -0.1, -0.1], [0.0, -0.2, 0.4], [-0.2, 0.4, -1.1], [-0.3, -0.1, 0.3], [0.4, -0.3, -0.2], [0.0, 0.3, -0.2], [-0.4, 0.2, -0.3], [0.0, 0.4, 0.3], [0.4, -0.3, -0.2], [0.1, 0.1, -0.5], [0.1, -0.3, 0.1], [-0.2, -0.1, 0.0], [-0.2, 0.2, 0.1], [0.0, -0.1, -0.2], [0.2, -0.1, 0.0], [-0.5, 0.2, -0.5], [-2.0, 1.2, 3.9], [0.0, 0.2, -0.4], [-0.9, 0.6, 4.3], [2.4, -1.3, -3.9], [-1.0, 0.4, -0.1], [2.9, -1.4, -3.6], [-1.7, -0.1, -0.7], [0.7, 0.5, 0.6], [1.3, -1.4, 1.1], [-0.2, -0.1, 0.1], [0.4, -0.2, 0.0], [0.2, -0.1, 0.3], [-0.3, 0.1, 0.2]], "mulliken_spin": [0.193, -0.016, 0.094, 0.003, 0.183, -0.032, 0.485, -0.042, 1.141, -0.041, 0.003, 0.000, 0.000, 0.003, 0.005, 0.001, 0.051, 0.025, -0.004, 0.006, 0.000, 0.005, 0.003, 0.004, 0.032, 0.000, 0.000, 0.000, -0.026, -0.021, 0.000, 0.004, -0.001, -0.002, 0.004, 0.001, 0.000, -0.001, -0.001, -0.001, -0.004, 0.003, 0.073, 0.560, -0.135, 0.487, 0.406, -0.071, 0.354, 0.108, 0.081, 0.018, 0.003, 0.030, 0.020, 0.008], "homo_energy_ev": [-6.87, -11.22], "de_lowest_ev": 0.000, "lumo_ev": [-3.14, -5.60], "e_tot_ev": -120007.109, "charge": 1, "multiplicity": 5, "gap_ev": [3.73, 5.61]}


# 2
{"formula": "C3H5N4S3", "method": "ωB97M-V/def2-TZVPD", "symbols": ["C", "C", "C", "N", "N", "N", "N", "S", "S", "S", "H", "H", "H", "H", "H"], "positions_angstrom": [[1.127, 1.678, -0.430], [-0.397, -0.730, 1.190], [1.735, -0.674, 0.123], [0.005, 1.112, -0.123], [1.855, -0.878, 1.495], [0.785, -0.940, 2.136], [0.132, -0.245, -0.011], [0.620, -1.066, 3.725], [2.504, 0.780, -0.674], [-0.483, -1.051, -1.627], [1.126, 2.745, -0.421], [-0.979, -1.569, 1.045], [-1.065, 0.067, 1.756], [2.026, -1.494, -0.428], [-1.745, -0.460, -1.827]], "atomic_forces_ev_per_a": [[-2.2, 0.1, 0.9], [-2.1, 2.7, 4.1], [-1.8, 2.2, 1.0], [0.6, 2.3, 0.0], [2.3, 0.1, -0.3], [-1.0, 0.5, -1.1], [1.1, -1.8, -3.1], [-0.4, -0.3, 0.3], [1.7, -0.9, 0.3], [-0.4, 0.3, 0.6], [0.1, 0.6, -0.5], [-0.8, -2.1, 0.0], [1.4, -1.5, -1.5], [0.2, -2.1, -1.4], [1.3, -0.2, 0.8]], "lowdin_charge": [-0.441, -0.170, -0.447, -0.001, 0.037, -0.667, -0.496, 0.784, 1.093, 0.896, 0.103, 0.101, 0.188, 0.078, -0.056], "homo_energy_ev": -13.16, "de_lowest_ev": 4.649, "lumo_ev": -5.26, "e_tot_ev": -41645.850, "charge": 1, "gap_ev": 7.90}